The following is a DFT calculation (ωB97M-V with the def2-TZVPD basis set) of a cluster of 2 separate species, CHN2OS in total.

As for the total energy: -621.562767 a.u. As for the frontier orbital gap (spin up / spin down): 7.513 / 6.999 eV.

ORCA input file:
```
! wB97M-V def2-TZVPD RIJCOSX def2/J DEFGRID3
* xyz -1 1
C -0.63630 -1.13958 0.37164
N -0.93602 -2.20713 0.73796
N -0.63841 0.02673 -0.26363
O -1.05032 1.13275 0.15961
S 1.73002 0.43597 -0.48496
H 1.53103 1.75125 -0.52062
*
```

=====

The following is a DFT calculation (ωB97M-V with the def2-TZVPD basis set) of a cluster of 3 separate species, C8H14O in total.

As for the SMILES: C=C(C)C.CC=O.C#C. As for the total energy: -388.322088 a.u. As for the frontier orbital gap: 10.195 eV.

ORCA input file:
```
! wB97M-V def2-TZVPD RIJCOSX def2/J DEFGRID3
* xyz 0 1
C -1.23137 -1.46699 -0.15538
C -0.29772 -0.99230 -0.99655
C -0.65824 -0.24957 -2.24662
C 1.13467 -1.43521 -0.90442
H -0.96023 -2.18370 0.60660
H -2.27493 -1.42314 -0.42956
H -0.43001 -0.84011 -3.13000
H -1.71170 0.01450 -2.25156
H -0.06776 0.66784 -2.31661
H 1.81404 -0.65618 -1.24205
H 1.30074 -2.28832 -1.56583
H 1.39060 -1.74525 0.10714
C 1.57075 1.97155 0.20702
C 0.11859 1.62096 0.33613
O -0.77410 2.13576 -0.27776
H 1.76099 2.48940 -0.73264
H 2.17346 1.07420 0.30808
H 1.84505 2.63074 1.03687
H -0.11163 0.97389 1.25788
C -1.33716 -0.02701 2.53801
C -0.94888 0.00290 3.67154
H -1.74043 -0.30310 1.52631
H -0.56473 0.02917 4.65342
*
```

=====

The following is a DFT calculation (ωB97M-V with the def2-TZVPD basis set) of a structure of composition CH5NP2.

As for the total energy: -778.438822 a.u. As for the frontier orbital gap: 9.331 eV.

ORCA input file:
```
! wB97M-V def2-TZVPD RIJCOSX def2/J DEFGRID3
* xyz 0 1
C -0.64419 1.55410 -0.08316
N -0.30851 2.44192 -0.75483
P 0.56866 -0.19759 0.77430
P -0.62395 -1.75210 -0.14100
H 0.40755 3.08947 -1.04872
H 1.33347 -1.18285 1.57198
H -0.45013 -0.30696 1.82845
H -1.47423 -0.74710 -0.41865
H -0.02696 -1.61417 -1.36155
*
```

=====

The following is a DFT calculation (ωB97M-V with the def2-TZVPD basis set) of a structure of composition C2H3NO2.

As for the total energy: -283.183671 a.u. As for the frontier orbital gap: 10.158 eV.

ORCA input file:
```
! wB97M-V def2-TZVPD RIJCOSX def2/J DEFGRID3
* xyz 0 1
O 0.89313 -0.76047 2.15243
C 0.73575 -0.73366 0.99842
N -0.39729 0.51439 0.37950
C -0.39502 0.34061 -0.91409
O 0.32291 -0.58773 -1.42296
H 0.78709 -0.98729 -0.38274
H -0.95994 1.25100 0.78628
H -0.98663 0.96315 -1.59683
*
```

=====

The following is a DFT calculation (ωB97M-V with the def2-TZVPD basis set) of a structure of composition C27H28BrNO2PW.

Its expectation value of S² is 2.04. As for the total energy: -4232.217721 a.u. As for the frontier orbital gap (spin up / spin down): 6.619 / 6.506 eV.

ORCA input file:
```
! wB97M-V def2-TZVPD RIJCOSX def2/J DEFGRID3
* xyz 3 3
W -0.64832 -1.11292 -0.36917
C -0.30738 4.85082 -2.49663
C -0.19469 5.01379 -1.11991
C -0.09849 3.90508 -0.29704
C -0.13186 2.62684 -0.86677
C -0.23067 2.46440 -2.25221
C -0.31984 3.58188 -3.06472
P -0.02758 1.21415 0.19491
C 1.33193 1.23584 1.36055
C 1.12133 0.94802 2.79407
C 2.08507 0.34791 3.48770
C 3.30249 -0.14119 2.76693
C 3.73607 0.64901 1.49725
C 2.55398 1.25625 0.80596
C -1.53238 0.74887 1.05475
C -2.63883 1.53595 1.42687
C -3.60958 0.96168 2.21559
C -3.52666 -0.38937 2.61750
C -2.49849 -1.20074 2.19372
C -1.50649 -0.63967 1.36737
H -0.37249 5.72256 -3.13412
H -0.17229 6.00624 -0.69090
H 0.01269 4.03435 0.77344
H -0.20817 1.47418 -2.69590
H -0.38265 3.46966 -4.13850
H 0.22106 1.31599 3.27126
H 2.00586 0.21036 4.55847
H 4.14215 -0.29227 3.43993
H 4.59099 1.31912 1.57105
H 2.69128 1.58159 -0.22136
H -2.67711 2.58765 1.17008
H -4.44201 1.56093 2.56207
H -4.30553 -0.79620 3.25008
H -2.47429 -2.24765 2.46844
C -3.05426 0.12583 -2.10089
O -2.11899 -0.99051 -1.87619
C -2.64807 -2.27382 -2.34278
C -1.47805 -3.20908 -2.45693
O -0.69907 -3.07197 -1.22101
C 0.05873 -4.29191 -0.89243
H -3.96972 -0.07414 -1.54744
H -3.24291 0.19080 -3.16967
H -2.56696 1.02849 -1.74649
H -3.11451 -2.12130 -3.31549
H -3.39143 -2.61187 -1.61976
H -0.82478 -2.97042 -3.29656
H -1.82168 -4.23932 -2.54040
H -0.65553 -5.09808 -0.74560
H 0.60492 -4.09394 0.02185
H 0.73730 -4.50972 -1.71445
Br 5.86870 -1.24745 0.91666
C 4.01819 -0.73200 0.79423
C 3.16178 -1.43542 1.86856
C 1.76436 -1.67227 1.44308
N 1.34332 -1.60962 0.22214
C 2.29469 -1.37820 -0.83506
C 3.52836 -0.94362 -0.60672
H 3.56261 -2.34759 2.31880
H 1.02722 -1.87209 2.21401
H 1.92816 -1.58790 -1.83343
H 4.19857 -0.76600 -1.43878
*
```

=====

The following is a DFT calculation (ωB97M-V with the def2-TZVPD basis set) of a cluster of 5 separate species, C36H65N3O18PS in total.

As for the total energy: -3668.600662 a.u. As for the frontier orbital gap: 6.808 eV.

ORCA input file:
```
! wB97M-V def2-TZVPD RIJCOSX def2/J DEFGRID3
* xyz 1 1
C -0.55133 -5.43567 2.21106
C -0.76808 -5.04799 0.70172
O -1.23560 -3.69074 0.54543
C -1.32310 -3.41583 -0.85946
N -1.74089 -2.03151 -1.10702
C -0.76486 -1.06190 -0.91286
C 0.67092 -1.40892 -0.42752
C 1.61587 -1.93611 -1.60933
C 2.76752 -2.77889 -0.89093
O 3.21581 -2.06097 0.27537
C 4.18807 -1.07605 -0.09194
C -1.05735 0.37665 -1.13095
C 0.00211 1.49922 -0.93967
C 1.16903 1.35878 -2.02457
C -2.40613 0.74597 -1.54236
C -2.84261 2.21172 -1.75800
O -3.85929 2.62054 -1.25221
O -2.08273 3.13000 -2.48811
P -2.13476 4.60654 -1.57119
S -0.71346 5.81796 -2.02536
C -3.41950 -0.32257 -1.75856
N -4.72751 0.11419 -2.18249
C -5.03932 -0.25177 -3.56155
C -6.14049 0.62877 -4.26772
O -4.49969 -1.12494 -4.19166
C -5.78264 -0.22503 -1.24626
C -5.56556 0.18118 0.24619
O -6.80166 -0.77791 -1.57107
C -3.02580 -1.68601 -1.51450
C -4.10537 -2.81371 -1.69954
N -4.52189 -3.29111 -0.33889
H -1.17319 -4.77017 2.85413
H 0.54362 -5.33873 2.44864
H -0.80198 -6.52334 2.34618
H -1.45472 -5.78553 0.19307
H 0.22997 -5.17535 0.18327
H -2.00529 -4.18752 -1.29201
H -0.29763 -3.63987 -1.27306
H 0.64016 -2.25618 0.31441
H 1.17349 -0.56648 0.10036
H 1.04721 -2.55512 -2.34773
H 2.14447 -1.09659 -2.13022
H 3.64734 -2.95418 -1.56427
H 2.30734 -3.73538 -0.51867
H 3.89375 -0.51400 -1.02339
H 4.25599 -0.31284 0.72755
H 5.21125 -1.52407 -0.21733
H -0.41905 2.52777 -0.95337
H 0.49578 1.35462 0.05661
H 2.08908 0.96181 -1.51448
H 0.88512 0.66337 -2.86030
H 1.45271 2.36445 -2.43399
H -2.09063 4.18926 -0.19968
H -3.42591 5.19662 -1.73308
H -6.84494 0.01569 -4.87438
H -5.62205 1.42762 -4.86780
H -6.69000 1.18466 -3.45657
H -4.62524 -0.27078 0.64575
H -6.45382 -0.09598 0.85925
H -5.44882 1.29975 0.30822
H -3.66080 -3.70300 -2.22161
H -4.98651 -2.46602 -2.28231
H -4.11567 -2.69678 0.38548
H -5.53857 -3.29453 -0.25686
C 7.97065 1.84176 2.62063
C 7.40556 1.48667 1.25970
O 6.34633 2.38065 0.88897
C 6.73394 3.59232 0.46806
O 7.86776 3.97913 0.36880
O 5.63413 4.30769 0.19811
C 5.90195 5.66194 -0.17118
H 7.17410 1.88416 3.36727
H 8.71241 1.10605 2.93501
H 8.44711 2.82254 2.60880
H 6.97014 0.48588 1.29946
H 8.18202 1.46932 0.49182
H 6.61211 5.71422 -0.99619
H 6.27450 6.21639 0.69082
H 4.96259 6.10847 -0.49314
C 5.84855 -1.12481 8.72489
C 5.26313 0.22302 8.35354
O 5.62560 0.60004 7.01705
C 4.95390 -0.01381 6.04250
O 4.08136 -0.83496 6.18301
O 5.43324 0.42057 4.86950
C 4.86307 -0.23340 3.73979
H 6.92922 -1.12960 8.56665
H 5.64196 -1.35945 9.76996
H 5.43229 -1.92155 8.10675
H 5.67223 0.99005 9.01190
H 4.17776 0.23985 8.47513
H 3.77374 -0.18220 3.75877
H 5.19879 -1.27131 3.70307
H 5.21577 0.27557 2.84358
C -6.12270 0.85143 -11.84460
C -5.62069 1.93461 -10.91117
O -5.80934 1.56861 -9.53642
C -4.93744 0.67926 -9.05210
O -4.02322 0.17830 -9.65354
O -5.27210 0.42166 -7.77867
C -4.47535 -0.59275 -7.16333
H -7.16102 0.60033 -11.61649
H -6.05649 1.17738 -12.88348
H -5.54163 -0.06522 -11.73610
H -6.19814 2.84632 -11.06968
H -4.57360 2.17890 -11.10230
H -3.41153 -0.36652 -7.24739
H -4.69649 -1.56326 -7.61060
H -4.74106 -0.62689 -6.10661
C -2.06418 1.86636 5.42564
C -1.90238 1.52169 6.89290
O -1.38833 0.19582 7.06339
C -0.07615 0.05219 6.83379
O 0.68790 0.92778 6.51198
O 0.23443 -1.23563 7.00024
C 1.59811 -1.54719 6.68971
H -2.67262 1.11206 4.92018
H -2.53885 2.84202 5.30908
H -1.09928 1.89203 4.91688
H -2.87857 1.53934 7.37936
H -1.27122 2.24718 7.41030
H 2.28183 -0.91171 7.23863
H 1.76531 -1.45512 5.61732
H 1.77668 -2.58126 6.98216
*
```